Entry from the OMol25 dataset: 8 unconnected molecules or ions with the total composition C13H27N11O3 in a non-equilibrium geometry (wB97M-V/def2-TZVPD).

Structure (ORCA input):
```
! RIJCOSX wB97M-V def2-TZVPD def2/J DEFGRID3
* xyz -1 2
C 1.58 -0.16 -3.53
O 1.21 -0.14 -2.37
N 0.97 -0.68 -4.59
N 2.80 0.30 -3.91
H 1.57 -0.97 -5.35
H 0.01 -1.00 -4.55
H 3.33 0.52 -3.08
H 3.06 -0.21 -4.74
C -0.06 0.91 0.72
O -0.25 1.34 1.87
N -1.00 0.76 -0.15
N 1.05 0.92 0.06
H -0.73 0.28 -0.99
H -1.96 0.74 0.16
H 1.80 1.32 0.61
H 1.17 0.62 -0.89
C 2.48 -3.38 -0.95
O 3.23 -3.38 -1.96
N 1.38 -2.75 -0.86
N 2.64 -4.28 -0.03
H 0.66 -3.13 -0.26
H 1.17 -1.98 -1.48
H 2.02 -4.13 0.75
H 3.50 -4.77 0.17
C -4.50 0.51 -2.72
C -4.69 -0.93 -2.55
N -4.84 -2.09 -2.44
H -4.06 0.78 -3.68
H -3.94 0.99 -1.92
H -5.52 0.87 -2.72
C 3.94 4.13 -0.32
C 4.20 3.67 1.04
N 4.38 3.36 2.11
H 4.66 3.71 -1.02
H 3.93 5.22 -0.26
H 2.92 3.81 -0.55
C -0.64 -1.52 3.43
C 0.76 -1.12 3.35
N 1.82 -0.60 3.25
H -1.15 -0.60 3.73
H -0.85 -2.34 4.11
H -0.95 -1.71 2.40
C -5.07 -2.84 1.04
C -4.42 -1.46 1.21
N -3.92 -0.44 1.35
H -5.95 -2.74 0.41
H -5.34 -3.41 1.93
H -4.34 -3.35 0.40
C 0.69 3.40 4.07
C -0.50 3.98 3.52
N -1.50 4.41 3.23
H 1.27 2.73 3.44
H 0.53 2.81 4.98
H 1.46 4.03 4.52
*
```

Calculated values
* HOMO level (alpha / beta): 0.3525 / -6.7017 eV
* total energy: -36451.2730 eV
* <S²>: 0.7505